Computed, not measured: C2H3N3O in the gas phase at a distorted geometry, with wB97M-V/def2-TZVPD.

Summary:
LUMO energy   0.022 Eh
HOMO-LUMO gap   0.3799 Ha

Each line ends with the Mulliken charge.
Positions of all 9 atoms, in Å:
1 O -1.9130 -0.5423 0.0952  -0.4753
2 C -0.6990 -0.0419 -0.1190  0.4916
3 N 0.3715 -0.7447 0.4065  -0.3205
4 C 1.4393 0.0341 -0.0763  -0.0183
5 N 1.0303 1.0617 -0.7356  -0.2996
6 N -0.3721 1.0415 -0.7336  -0.4284
7 H -2.5476 0.0976 -0.2542  0.3768
8 H 2.4755 -0.2726 0.0124  0.3857
9 H 0.2150 -0.6334 1.4046  0.2881